*one*
Density functional theory data (wB97M-V/def2-TZVPD) for 2 unconnected molecules or ions with the total composition C13H28N2O4.

Bonds (Å) are listed after each position.
Cartesian coordinates (Å):
1 O 3.034 1.313 5.578  C5 1.221
2 O 2.262 2.179 2.158  C6 1.221
3 O 1.653 -1.871 -0.408  C13 1.415, H20 0.966
4 O 1.531 -2.729 -2.494  C13 1.413, H21 0.969
5 C 2.585 0.178 5.601  O1 1.221, N8 1.334, C9 1.511
6 C 1.677 1.322 2.802  O2 1.221, N7 1.339, C11 1.541
7 N 0.429 1.578 3.216  C6 1.339, C10 1.462, H22 1.009
8 N 2.230 -0.499 4.508  C5 1.334, C11 1.470, H23 1.005
9 C 2.391 -0.529 6.923  C5 1.511, H24 1.088, H25 1.090, H26 1.088
10 C -0.492 0.707 3.945  N7 1.462, H27 1.091, H28 1.091, H29 1.091
11 C 2.393 -0.001 3.134  C6 1.541, N8 1.470, H30 1.088, H31 1.090
12 C -2.593 3.225 -4.693  C14 1.530, H32 1.094, H33 1.094, H34 1.094
13 C 0.954 -2.807 -1.206  O3 1.415, O4 1.413, C15 1.533, H35 1.097
14 C -2.708 1.841 -5.337  C12 1.530, C16 1.538, H36 1.095, H37 1.095
15 C -0.545 -2.490 -1.231  C13 1.533, C17 1.544, H38 1.094, H39 1.094
16 C -1.588 0.877 -4.909  C14 1.538, C18 1.536, H40 1.095, H41 1.095
17 C -0.931 -1.036 -1.581  C15 1.544, C19 1.537, H42 1.095, H43 1.095
18 C -1.639 0.548 -3.410  C16 1.536, C19 1.537, H44 1.095, H45 1.095
19 C -0.807 -0.701 -3.077  C17 1.537, C18 1.537, H46 1.094, H47 1.095
20 H 1.215 -1.770 0.447  O3 0.966
21 H 1.057 -3.301 -3.115  O4 0.969
22 H 0.110 2.506 2.984  N7 1.009
23 H 1.885 -1.435 4.632  N8 1.005
24 H 1.336 -0.754 7.063  C9 1.088
25 H 2.732 0.127 7.724  C9 1.090
26 H 2.978 -1.445 6.935  C9 1.088
27 H -1.506 1.104 3.874  C10 1.091
28 H -0.205 0.674 4.998  C10 1.091
29 H -0.476 -0.299 3.526  C10 1.091
30 H 2.020 -0.755 2.444  C11 1.088
31 H 3.456 0.141 2.936  C11 1.090
32 H -1.618 3.670 -4.913  C12 1.094
33 H -3.373 3.885 -5.086  C12 1.094
34 H -2.713 3.161 -3.608  C12 1.094
35 H 1.097 -3.817 -0.805  C13 1.097
36 H -3.680 1.406 -5.086  C14 1.095
37 H -2.670 1.959 -6.425  C14 1.095
38 H -0.939 -2.707 -0.234  C15 1.094
39 H -1.042 -3.175 -1.926  C15 1.094
40 H -1.703 -0.048 -5.484  C16 1.095
41 H -0.610 1.301 -5.160  C16 1.095
42 H -1.974 -0.898 -1.280  C17 1.095
43 H -0.331 -0.329 -1.000  C17 1.095
44 H -2.680 0.366 -3.122  C18 1.095
45 H -1.273 1.401 -2.831  C18 1.095
46 H -1.172 -1.542 -3.673  C19 1.094
47 H 0.243 -0.531 -3.336  C19 1.095

## Properties
charge = 0
SMILES = CNC(=O)CNC(C)=O.CCCCCCCC(O)O
molar mass = 276.4 g/mol
highest occupied orbital energy = -9.5 eV


*two*
Density functional theory data (wB97M-V/def2-TZVPD) for 2 unconnected molecules or ions with the total composition C13H28N2O4.

Bonds (Å) are listed after each position.
Cartesian coordinates (Å):
1 O -0.168 -2.946 1.864  C5 1.224
2 O -0.630 1.022 1.287  C6 1.230
3 O -1.109 0.569 -1.311  C14 1.435, H20 0.990
4 O -2.386 2.943 -1.303  C15 1.429, H21 0.975
5 C -0.325 -2.555 0.714  O1 1.224, N8 1.331, C9 1.510
6 C 0.218 0.341 1.863  O2 1.230, N7 1.337, C19 1.541
7 N 0.349 0.434 3.190  C6 1.337, C10 1.462, H22 1.009
8 N 0.284 -1.477 0.225  C5 1.331, C19 1.470, H23 1.012
9 C -1.245 -3.300 -0.224  C5 1.510, H24 1.088, H25 1.088, H26 1.089
10 C 1.245 -0.347 4.042  N7 1.462, H27 1.091, H28 1.093, H29 1.091
11 C -2.265 0.635 -3.402  C14 1.527, H30 1.094, H31 1.094, H32 1.095
12 C -3.823 1.530 0.011  C15 1.528, H33 1.091, H34 1.094, H35 1.094
13 C 3.831 -0.018 -1.766  C17 1.534, H36 1.090, H37 1.090, H38 1.091
14 C -2.424 0.584 -1.884  O3 1.435, C11 1.527, C15 1.543, H39 1.095
15 C -3.233 1.795 -1.373  O4 1.429, C12 1.528, C14 1.543, H40 1.095
16 C 2.963 1.168 0.996  C18 1.542, H41 1.090, H42 1.089, H43 1.090
17 C 3.015 -0.732 -0.680  C13 1.534, C18 1.548, H44 1.090, H45 1.091
18 C 2.106 0.213 0.143  C16 1.542, C17 1.548, C19 1.548, H46 1.091
19 C 1.128 -0.588 1.036  C6 1.541, N8 1.470, C18 1.548, H47 1.088
20 H -1.143 0.708 -0.331  O3 0.990
21 H -1.503 2.667 -0.996  O4 0.975
22 H -0.293 1.069 3.639  N7 1.009
23 H 0.046 -1.173 -0.709  N8 1.012
24 H -2.053 -2.641 -0.533  C9 1.088
25 H -0.681 -3.632 -1.093  C9 1.088
26 H -1.654 -4.164 0.298  C9 1.089
27 H 2.286 -0.131 3.795  C10 1.091
28 H 1.054 -1.414 3.900  C10 1.093
29 H 1.071 -0.101 5.090  C10 1.091
30 H -1.710 -0.241 -3.751  C11 1.094
31 H -3.244 0.643 -3.890  C11 1.094
32 H -1.719 1.537 -3.698  C11 1.095
33 H -3.042 1.312 0.741  C12 1.091
34 H -4.509 0.679 -0.024  C12 1.094
35 H -4.381 2.406 0.354  C12 1.094
36 H 4.328 -0.762 -2.389  C13 1.090
37 H 4.594 0.618 -1.317  C13 1.090
38 H 3.172 0.584 -2.392  C13 1.091
39 H -2.952 -0.338 -1.620  C14 1.095
40 H -4.063 1.998 -2.059  C15 1.095
41 H 2.332 1.868 1.544  C16 1.090
42 H 3.617 1.762 0.359  C16 1.089
43 H 3.570 0.600 1.701  C16 1.090
44 H 2.405 -1.477 -1.191  C17 1.090
45 H 3.695 -1.260 -0.011  C17 1.091
46 H 1.519 0.815 -0.553  C18 1.091
47 H 1.725 -1.204 1.706  C19 1.088

## Properties
charge = 0
SMILES = CC[C@H](C)[C@H](NC(C)=O)C(=O)NC.C[C@@H](O)[C@@H](C)O
molar mass = 276.4 g/mol
highest occupied orbital energy = -9.6 eV


Energies relative to the most stable structure are *one* 26.9; *two* 0.0, reported in kcal/mol.